Below is an isolated molecule of C3H7NO2 in a non-equilibrium geometry, with properties calculated with wB97M-V/def2-TZVPD.

Multiplicity: 1
SMILES: CNC(=O)OC
Energy above the lowest of the compared OMol25 structures with the same formula, charge and spin, kcal per mole: 69.12
HOMO-LUMO gap, eV: 10.67
Electronic energy, eV: -8807.532
E_HOMO, eV: -9.69

Element x y z (Å)
C 1.1621 -1.3822 1.2946
N 0.7045 -1.1779 -0.4257
C 0.0027 -0.0580 -0.2881
O -0.0646 0.4312 0.8316
O -0.6128 0.5071 -1.3426
C -1.2959 1.7076 -0.9523
H 2.0759 -1.8997 1.1088
H 0.3351 -1.9663 1.6942
H 1.3555 -0.5635 2.0403
H 0.7404 -1.6204 -1.3722
H -2.0464 1.4942 -0.1857
H -1.7660 2.0890 -1.8561
H -0.5905 2.4389 -0.5467

Below is an isolated molecule of C4H5NO2, with properties calculated with wB97M-V/def2-TZVPD.

Multiplicity: 1
Energy above the lowest of the compared OMol25 structures with the same formula, charge and spin, kcal per mole: 101.81
HOMO-LUMO gap, eV: 9.15
Electronic energy, eV: -9809.900
E_HOMO, eV: -8.48

Element x y z (Å)
N 1.6814 -0.1891 1.8867
C 0.5251 -0.5516 1.3326
C -1.5301 0.0933 -0.3321
C -0.8155 0.4652 -1.3540
O -0.4764 1.3521 -2.2929
C -0.4222 -0.8043 -0.7571
O 0.7756 -0.8187 0.0374
H 2.5193 -0.0224 1.3346
H 1.6807 0.1155 2.8452
H -2.2434 0.2683 0.4563
H -1.0462 2.1277 -2.1876
H -0.5671 -1.7786 -1.2306

Below is an isolated molecule of C8H6O3 in a non-equilibrium geometry, with properties calculated with wB97M-V/def2-TZVPD.

Multiplicity: 1
SMILES: O=C1O[C@H](O)c2ccccc21
Energy above the lowest of the compared OMol25 structures with the same formula, charge and spin, kcal per mole: 0.00
HOMO-LUMO gap, eV: 10.23
Electronic energy, eV: -14535.573
E_HOMO, eV: -10.19

Element x y z (Å)
O -2.0853 2.3694 -0.0758
C -1.6557 1.2652 -0.1704
O -2.4437 0.1580 -0.5905
C -1.6512 -0.9893 -0.2896
O -2.2067 -1.5959 0.8570
C -0.2295 -0.5452 -0.2305
C 0.9904 -1.2114 -0.3778
C 2.1416 -0.4655 -0.1834
C 2.0923 0.8524 0.1696
C 0.8971 1.5215 0.3782
C -0.2648 0.7648 0.0428
H -1.8498 -1.6793 -1.1093
H -1.7218 -1.2376 1.6432
H 1.0990 -2.2681 -0.6378
H 3.0695 -0.9920 -0.4229
H 2.9896 1.4880 0.3683
H 0.8291 2.5650 0.6287

Ordered LUMO level results: 0.0362 0.0246 0.0012; unit hartree.